Molecular formula: C4H12NO2
Method: DFT, ωB97M-V/def2-TZVPD

Cartesian coordinates (Å):
1 C 0.96 -1.49 -0.69
2 C 0.39 -0.01 -0.73
3 C 1.48 0.99 -1.05
4 N -0.13 0.24 0.63
5 C -1.13 -0.74 1.24
6 O -0.50 -1.72 1.95
7 H 1.30 -1.73 0.31
8 H 1.70 -1.82 -1.42
9 H 0.08 -2.11 -0.85
10 H -0.45 -0.09 -1.44
11 H 2.25 0.88 -0.27
12 H 1.14 2.04 -0.95
13 H 1.85 0.96 -2.07
14 H 0.55 0.22 1.39
15 H -1.74 -1.31 0.52
16 H -1.72 -0.06 1.89
17 H -1.29 1.55 0.51
18 H -2.75 1.95 0.75
19 O -1.98 2.25 0.27

As for the spin multiplicity: 1. The calculation puts the energy at -9927.18087 eV. Its energy above the lowest of the compared OMol25 structures with the same formula, charge and spin is 1.0431 eV. Its HOMO energy is -2.65 eV. The net charge is -1. The HOMO-LUMO gap comes out at 6.7 eV. For the LUMO energy, the calculation gives 4.02 eV.



Molecular formula: C22H51NaSi5Te
Method: DFT, ωB97M-V/def2-TZVPD

Cartesian coordinates (Å):
1 Na 2.34 -0.58 1.64
2 C 1.87 -2.81 3.10
3 C 2.77 -3.22 2.09
4 C 4.00 -2.55 2.30
5 C 3.87 -1.73 3.45
6 C 2.55 -1.89 3.94
7 C 1.95 -1.29 5.19
8 C 4.95 -0.84 4.00
9 C 5.25 -2.69 1.47
10 C 2.53 -4.25 1.02
11 C 0.47 -3.30 3.34
12 H 1.63 -2.06 5.89
13 H 1.07 -0.67 4.98
14 H 2.67 -0.66 5.71
15 H 5.79 -1.41 4.40
16 H 4.57 -0.21 4.81
17 H 5.35 -0.16 3.24
18 H 5.34 -3.70 1.06
19 H 6.15 -2.49 2.06
20 H 5.28 -2.00 0.61
21 H 3.32 -5.01 1.01
22 H 2.49 -3.83 0.01
23 H 1.58 -4.77 1.18
24 H -0.27 -2.50 3.31
25 H 0.37 -3.78 4.33
26 H 0.17 -4.03 2.59
27 C -1.78 3.61 -1.36
28 Si -3.02 2.30 -0.80
29 C -3.21 2.50 1.06
30 C -4.69 2.75 -1.56
31 Si -2.33 0.13 -1.33
32 Te -1.02 -0.98 0.38
33 Si -4.30 -1.11 -1.56
34 C -3.88 -2.94 -1.75
35 C -5.51 -0.72 -2.97
36 C -5.29 -0.92 0.03
37 Si -1.47 0.33 -3.49
38 C -2.67 1.34 -4.56
39 C -1.29 -1.35 -4.33
40 C 0.21 1.16 -3.62
41 H -2.05 4.59 -0.95
42 H -1.75 3.70 -2.45
43 H -0.78 3.35 -1.02
44 H -3.52 3.52 1.31
45 H -2.26 2.29 1.56
46 H -3.95 1.80 1.47
47 H -4.98 3.77 -1.26
48 H -5.47 2.06 -1.22
49 H -4.66 2.71 -2.65
50 H -3.42 -3.13 -2.73
51 H -4.78 -3.56 -1.67
52 H -3.17 -3.23 -0.98
53 H -5.06 -0.92 -3.95
54 H -5.82 0.33 -2.96
55 H -6.40 -1.34 -2.87
56 H -4.64 -1.07 0.89
57 H -6.11 -1.65 0.08
58 H -5.73 0.08 0.10
59 H -3.69 0.95 -4.50
60 H -2.36 1.34 -5.61
61 H -2.69 2.39 -4.22
62 H -2.26 -1.85 -4.43
63 H -0.65 -2.01 -3.73
64 H -0.86 -1.25 -5.33
65 H 0.19 2.18 -3.24
66 H 0.54 1.18 -4.67
67 H 0.96 0.62 -3.04
68 C 2.33 3.07 -0.53
69 Si 3.39 2.14 0.79
70 C 5.16 2.42 0.05
71 C 3.44 3.49 2.18
72 H 2.67 4.10 -0.71
73 H 1.28 3.11 -0.21
74 H 2.34 2.53 -1.49
75 H 5.36 3.48 -0.16
76 H 5.29 1.86 -0.89
77 H 5.93 2.06 0.74
78 H 3.81 4.46 1.81
79 H 4.09 3.17 3.00
80 H 2.44 3.64 2.61

As for the spin multiplicity: 1. The calculation puts the energy at -74744.36088 eV. Its HOMO energy is -0.86 eV. The net charge is -2. The HOMO-LUMO gap comes out at 4.8 eV. For the LUMO energy, the calculation gives 3.95 eV.



Molecular formula: C2H7N
Method: DFT, ωB97M-V/def2-TZVPD

Cartesian coordinates (Å):
1 C 0.35 0.22 1.18
2 N 0.10 0.61 -0.28
3 C -0.45 -0.48 -1.01
4 H 1.31 -0.15 1.16
5 H 0.37 1.17 1.77
6 H -0.48 -0.37 1.57
7 H 0.90 1.12 -0.66
8 H -1.60 -0.39 -0.96
9 H -0.17 -1.39 -0.71
10 H -0.32 -0.32 -2.05

As for the spin multiplicity: 1. The calculation puts the energy at -3676.32815 eV. Its SMILES is CNC. Its energy above the lowest of the compared OMol25 structures with the same formula, charge and spin is 1.1542 eV. Its HOMO energy is -8.35 eV. The HOMO-LUMO gap comes out at 9.6 eV. For the LUMO energy, the calculation gives 1.26 eV.



Molecular formula: C25H49CaClF2KN7O3PS
Method: DFT, ωB97M-V/def2-TZVPD

Cartesian coordinates (Å):
1 C -1.06 1.32 -6.39
2 C 0.11 0.22 -6.82
3 N 0.91 0.50 -7.92
4 C 0.29 -1.16 -5.89
5 N 0.34 -0.70 -4.45
6 C 1.32 0.13 -3.97
7 N 1.44 0.68 -2.54
8 C 1.86 2.12 -2.83
9 C 2.09 3.17 -1.59
10 C 1.31 4.64 -1.74
11 C 1.43 5.87 -0.65
12 C 2.38 5.62 0.67
13 C 3.13 4.15 0.82
14 C 3.02 2.91 -0.26
15 C 3.21 1.75 -3.74
16 C 4.02 3.03 -4.38
17 N 3.15 3.89 -5.28
18 N 2.52 0.77 -4.70
19 P 3.67 -0.34 -5.49
20 S 3.70 -2.15 -4.77
21 H -1.21 1.32 -5.21
22 H -2.08 1.16 -6.95
23 H -0.61 2.39 -6.64
24 H 0.59 1.45 -8.30
25 H 1.20 -1.82 -6.22
26 H -0.70 -1.79 -6.09
27 H -0.41 -0.99 -3.75
28 H 0.47 0.58 -2.15
29 H 0.91 2.50 -3.45
30 H 0.65 4.83 -2.71
31 H 0.86 6.87 -0.90
32 H 2.48 6.51 1.44
33 H 3.81 4.01 1.77
34 H 3.59 1.87 -0.15
35 H 3.82 1.10 -2.95
36 H 4.35 3.71 -3.45
37 H 4.99 2.68 -4.94
38 H 2.53 4.48 -4.67
39 H 3.82 4.47 -5.83
40 H 5.00 0.22 -5.29
41 H 3.41 -0.27 -6.92
42 C 0.19 -0.33 3.21
43 C -0.44 -1.03 2.00
44 C -1.00 -2.41 2.42
45 C -2.25 -2.37 3.30
46 C -3.11 -1.13 3.07
47 C -2.93 -0.45 1.69
48 N -1.50 -0.11 1.54
49 O -1.22 0.53 0.34
50 C -3.75 0.86 1.74
51 C -3.52 -1.35 0.59
52 C 0.71 -1.33 0.99
53 H 0.63 0.64 2.93
54 H 0.99 -0.93 3.66
55 H -0.54 -0.13 4.00
56 H -1.23 -3.00 1.53
57 H -0.23 -2.99 2.95
58 H -2.84 -3.27 3.11
59 H -1.96 -2.41 4.36
60 H -4.17 -1.40 3.23
61 H -2.88 -0.41 3.86
62 H -3.34 1.56 2.49
63 H -4.79 0.66 2.02
64 H -3.77 1.38 0.78
65 H -4.58 -1.54 0.78
66 H -3.03 -2.32 0.51
67 H -3.46 -0.87 -0.40
68 H 1.47 -1.98 1.45
69 H 1.23 -0.43 0.67
70 H 0.33 -1.85 0.10
71 F -3.42 -1.87 5.53
72 K 0.38 4.25 0.32
73 F 2.68 -2.30 -2.55
74 C 1.97 -5.02 6.16
75 C 1.02 -3.96 5.66
76 O 0.98 -3.62 4.48
77 N 0.19 -3.37 6.57
78 C 0.09 -3.63 7.98
79 H 2.57 -5.40 5.33
80 H 2.65 -4.59 6.91
81 H 1.41 -5.85 6.59
82 H -0.42 -2.67 6.16
83 H -0.94 -3.95 8.20
84 H 0.29 -2.70 8.51
85 H 0.78 -4.40 8.32
86 O -7.08 -0.63 1.21
87 H -7.04 -0.14 0.35
88 H -7.16 -1.61 1.06
89 H -7.80 -0.29 1.79
90 Ca -0.94 0.98 5.22
91 Cl -5.54 -2.46 2.59

As for the spin multiplicity: 1. The calculation puts the energy at -116105.45142 eV. Its energy above the lowest of the compared OMol25 structures with the same formula, charge and spin is 7.9780 eV. Its HOMO energy is -7.86 eV. The net charge is +1. The HOMO-LUMO gap comes out at 3.3 eV. For the LUMO energy, the calculation gives -4.57 eV.



Question: What is the HOMO-LUMO gap in the second record?
Answer: 4.8 eV



What did the third record say?
Molecular formula: C2H7N
Method: DFT, ωB97M-V/def2-TZVPD

Cartesian coordinates (Å):
1 C 0.35 0.22 1.18
2 N 0.10 0.61 -0.28
3 C -0.45 -0.48 -1.01
4 H 1.31 -0.15 1.16
5 H 0.37 1.17 1.77
6 H -0.48 -0.37 1.57
7 H 0.90 1.12 -0.66
8 H -1.60 -0.39 -0.96
9 H -0.17 -1.39 -0.71
10 H -0.32 -0.32 -2.05

As for the spin multiplicity: 1. The calculation puts the energy at -3676.32815 eV. Its SMILES is CNC. Its energy above the lowest of the compared OMol25 structures with the same formula, charge and spin is 1.1542 eV. Its HOMO energy is -8.35 eV. The HOMO-LUMO gap comes out at 9.6 eV. For the LUMO energy, the calculation gives 1.26 eV.